One molecule with the formula C16H23N5O, computed with ωB97M-V with the def2-TZVPD basis set.

The molar mass comes out at 301.39 g/mol. The calculation puts the HOMO energy at -7.39 eV. The LUMO energy comes out at 0.708 eV. Its charge is 0. The orbital gap comes out at 8.1 eV. Its SMILES is [H]/N=C(\NCCCCC)N/N=C/c1c[nH]c2ccc(OC)cc12. The total energy comes out at -972.4819 Eh. The energy relative to the best compared isomer or geometry (same formula, charge and spin) comes out at 7.2 kJ/mol.

Last column: natural (NBO) charge in e.
CARTESIAN COORDINATES (ANGSTROEM)
H  -1.19963  2.40445  3.36266  0.22
C  -0.35737  -2.83960  -3.07658  -0.41
N  0.17939  0.72069  -0.36374  -0.24
C  -0.06963  1.13675  0.81860  0.03
O  -1.09363  2.99638  6.03344  -0.50
H  1.27992  -0.13958  -1.95921  0.41
N  -1.37910  0.80354  -3.48639  -0.80
C  0.82396  0.88456  1.90939  -0.19
H  -0.27603  -3.52030  -2.22590  0.21
H  -2.04493  -3.96148  -3.75674  0.20
C  -1.12004  -3.56750  -4.18491  -0.39
H  -0.57915  -2.37716  -5.91369  0.19
C  -0.45260  0.55913  -2.64867  0.58
N  -0.68192  0.97406  -1.35162  -0.43
C  -2.24396  3.51062  5.41231  -0.25
C  -0.20181  2.29508  5.26917  0.29
N  0.78336  -0.00131  -2.83052  -0.64
C  0.92100  1.81975  5.97297  -0.24
H  1.42343  -2.99430  -4.29668  0.20
H  1.72882  -2.50695  -2.63268  0.20
H  -0.97951  1.70449  1.04050  0.16
H  -1.17325  0.51854  -4.43638  0.34
H  -0.52860  -4.42023  -4.52847  0.19
H  -2.00546  -1.79529  -5.03970  0.21
H  2.13551  -0.67418  -4.24041  0.20
H  -2.11312  -3.22407  -6.06771  0.21
H  -2.86617  2.71293  4.99240  0.17
C  1.90890  1.09770  5.34843  -0.22
N  2.57446  0.17006  3.11642  -0.51
H  2.76618  0.73804  5.89739  0.21
C  1.11705  -0.90240  -3.90283  -0.21
H  0.97857  2.04407  7.02589  0.22
C  2.01368  0.19200  1.87766  0.03
C  1.76617  0.84804  3.98913  0.09
C  1.04896  -2.37631  -3.47860  -0.41
C  0.64740  1.31611  3.26677  0.01
H  0.43659  -0.71314  -4.73410  0.20
H  -2.79934  4.02360  6.19610  0.20
H  3.44557  -0.27209  3.35580  0.41
H  2.48593  -0.28273  1.04081  0.22
H  -1.54647  1.48643  -1.18994  0.38
H  -0.94359  -1.97982  -2.74611  0.21
C  -1.47266  -2.68278  -5.37435  -0.61
C  -0.34686  2.04807  3.91725  -0.33
H  -1.99001  4.22613  4.62280  0.17